83
Properties=species:S:1:pos:R:3:forces:R:3 method="wB97M-V/def2-TZVPD" e_homo_ha=-0.1542 molar_mass_g_mol=509.27 total_charge=-1 homo_lumo_gap_ev=5.78
C -3.847 2.834 -1.332 0.3 0.5 0.6
C -3.065 1.885 -0.431 -0.2 0.0 -0.4
C -3.136 0.395 -0.751 -0.6 0.5 -0.4
O -2.378 0.118 -1.878 1.1 -0.3 -0.4
B -3.228 -0.014 -3.080 -1.0 0.9 -0.1
O -4.539 -0.477 -2.474 -0.5 0.4 -0.4
C -4.516 -0.313 -1.108 1.8 -1.3 1.1
C -4.318 -1.782 -0.531 -1.1 -0.1 0.2
B -5.116 -2.834 -1.421 0.4 0.7 -0.1
O -6.422 -3.154 -1.180 -0.5 0.2 -0.6
O -4.495 -3.463 -2.471 0.0 -1.0 0.5
P -6.132 0.165 -0.291 -1.0 -0.2 -0.3
C -5.775 1.207 1.210 0.4 0.1 -1.0
C -7.063 1.353 -1.376 0.0 -0.4 0.3
C -7.088 0.930 -2.842 0.5 0.7 0.2
H -4.868 2.975 -0.995 -0.2 -0.1 -0.1
H -3.375 3.810 -1.245 0.0 0.3 -0.1
H -3.824 2.583 -2.378 -0.1 -0.4 -0.2
H -2.014 2.143 -0.525 0.3 -0.1 0.0
H -3.302 2.063 0.612 -0.2 0.1 0.3
H -2.689 -0.117 0.104 0.0 -0.2 0.2
H -3.512 1.074 -3.607 0.3 0.1 -0.1
H -2.786 -0.699 -3.981 0.2 -0.6 0.3
H -3.267 -2.057 -0.505 0.3 0.2 0.0
H -4.757 -1.820 0.473 0.4 -0.1 0.3
H -6.897 -2.368 -0.871 0.1 -0.1 0.4
H -3.564 -3.572 -2.259 0.1 0.4 -0.4
H -4.857 0.887 1.683 0.1 -0.3 0.3
H -5.606 2.224 0.873 0.0 0.3 0.1
H -6.609 1.181 1.892 -0.2 -0.1 0.2
H -6.752 2.384 -1.239 0.2 0.2 -0.2
H -8.081 1.302 -0.999 -0.2 0.0 0.3
H -7.131 -0.141 -2.970 -0.2 -0.3 0.0
H -6.158 1.238 -3.298 0.2 0.0 -0.3
H -7.902 1.433 -3.347 -0.3 0.0 -0.2
C -0.108 3.151 -6.518 0.1 0.0 0.0
C 0.177 3.205 -5.021 0.1 0.0 -0.2
C -0.947 2.593 -4.179 0.1 0.1 -0.1
C -2.208 3.307 -4.384 1.1 -0.8 0.3
N -3.193 3.856 -4.529 -1.1 1.0 -0.4
H -0.997 3.729 -6.775 0.0 0.0 0.0
H 0.729 3.567 -7.082 0.0 0.0 0.0
H -0.262 2.123 -6.850 0.0 0.0 0.0
H 0.336 4.244 -4.722 0.0 0.0 0.1
H 1.103 2.666 -4.811 0.0 0.0 0.1
H -0.699 2.637 -3.118 -0.1 -0.1 0.0
H -1.106 1.545 -4.439 -0.1 0.0 0.1
C 2.007 -1.462 0.911 -0.2 0.2 -0.2
C 0.944 -0.513 0.363 0.1 -0.2 0.1
C 0.963 -0.398 -1.164 0.1 0.3 0.2
C 2.257 0.119 -1.629 -0.8 -0.3 0.1
N 3.262 0.525 -1.991 0.7 0.3 -0.2
H 3.014 -1.112 0.675 0.0 0.0 0.0
H 1.935 -1.536 1.990 0.0 0.0 0.1
H 1.886 -2.465 0.494 0.0 0.0 0.0
H 1.086 0.476 0.805 -0.1 0.0 -0.1
H -0.043 -0.863 0.670 -0.1 0.1 -0.1
H 0.171 0.275 -1.501 -0.1 -0.1 -0.1
H 0.789 -1.371 -1.623 0.0 0.0 -0.1
C 6.472 -3.154 1.369 0.0 0.0 0.0
C 6.787 -3.180 2.860 -0.1 -0.1 -0.3
C 5.723 -3.918 3.682 0.1 0.2 -0.2
C 4.416 -3.266 3.551 0.7 -0.5 0.2
N 3.406 -2.743 3.449 -0.5 0.3 0.1
H 5.544 -2.617 1.166 0.0 0.0 0.0
H 7.267 -2.647 0.823 0.0 0.0 0.0
H 6.376 -4.166 0.967 0.0 0.0 0.0
H 6.886 -2.159 3.218 -0.1 -0.2 0.0
H 7.752 -3.669 3.016 0.0 0.0 0.1
H 5.996 -3.926 4.738 -0.1 0.0 0.0
H 5.629 -4.954 3.352 0.0 0.0 0.0
C 5.880 0.648 6.412 0.0 0.0 0.0
C 6.957 -0.297 6.932 -0.2 0.1 0.0
C 8.313 -0.094 6.247 -0.3 -0.1 0.0
C 8.205 -0.335 4.804 0.3 0.2 0.8
N 8.122 -0.529 3.682 0.1 0.2 -0.6
H 5.682 0.485 5.352 0.0 0.0 0.0
H 4.944 0.490 6.946 0.0 0.0 0.0
H 6.175 1.691 6.548 0.0 0.0 0.0
H 6.628 -1.329 6.791 0.1 0.0 0.0
H 7.083 -0.146 8.006 0.1 0.0 0.0
H 9.055 -0.780 6.657 0.1 0.0 0.0
H 8.673 0.923 6.402 0.0 0.0 0.0